No. 1
This record from the OMol25 dataset describes a structure of composition C31H50As2CoF3GeN3O2SSi3. The level of theory is ωB97M-V/def2-TZVPD.

Structure (XYZ):
```
97
Properties=species:S:1:pos:R:3:forces:R:3
Co -0.860184 0.787302 -0.585149 -0.013 0.826 -0.519
N -0.371029 -2.477584 -4.167255 0.036 -0.013 -0.015
C 0.389419 -3.548768 -3.731926 0.026 0.012 0.138
C 0.836307 -4.704514 -4.362441 -0.048 -0.002 -0.087
C 1.535801 -5.602441 -3.580838 0.007 0.038 -0.071
C 1.781494 -5.356968 -2.220070 -0.023 -0.069 0.104
C 1.340595 -4.203261 -1.604869 -0.103 0.119 -0.027
C 0.639857 -3.289744 -2.387186 0.034 -0.060 -0.098
N 0.041420 -2.077134 -2.040675 0.664 -0.346 0.447
C -0.565274 -1.635331 -3.128996 -0.068 0.064 0.112
C -1.488161 -0.508610 -3.210350 -0.080 0.131 0.121
C -1.989420 0.028752 -4.352078 0.000 0.014 -0.274
S -3.234935 1.134130 -3.996006 -0.085 -0.098 0.069
C -3.021929 0.831348 -2.343204 -0.065 -0.145 -0.168
N -2.065837 -0.020069 -2.053802 0.010 -0.078 -0.275
H -0.737990 -2.360953 -5.097603 -0.116 0.014 0.039
H 0.626312 -4.899934 -5.406893 0.048 -0.012 0.052
H 1.894659 -6.521276 -4.025466 -0.011 0.024 0.025
H 2.305900 -6.104861 -1.638277 0.023 0.045 -0.037
H 1.503294 -4.008232 -0.552675 0.012 -0.074 -0.046
H -1.703375 -0.164672 -5.376070 -0.018 -0.009 0.076
H -3.624888 1.337446 -1.600164 0.168 0.036 0.008
C -3.690823 6.200702 0.328133 0.059 0.016 0.197
As -2.878861 4.434177 0.495338 -0.095 -0.263 -0.304
C -4.396357 3.524453 1.371423 0.009 0.210 0.074
C -1.844612 4.630785 2.138330 -0.097 -0.027 -0.009
C -1.920067 5.785223 2.915138 -0.007 -0.071 0.120
C -1.319319 5.846708 4.163890 -0.017 0.035 -0.038
C -0.631593 4.747123 4.653115 0.020 0.025 0.045
C -0.519616 3.606153 3.877120 0.083 -0.062 -0.084
C -1.099843 3.548053 2.611083 -0.193 0.171 -0.144
As -0.656582 1.950493 1.560917 0.549 -0.064 0.663
C -0.838244 0.592300 2.954910 -0.076 0.087 -0.081
C 1.280644 2.215285 1.567684 -0.001 -0.054 0.015
H -4.273521 6.449382 1.214898 -0.008 0.049 -0.035
H -4.346335 6.201010 -0.539974 -0.005 -0.056 -0.022
H -2.916418 6.949824 0.170594 -0.005 0.006 -0.014
H -4.743903 4.122433 2.214428 -0.016 -0.054 0.009
H -4.083097 2.547443 1.740563 0.007 -0.032 -0.024
H -5.220322 3.398327 0.668938 0.045 -0.020 -0.035
H -2.470751 6.644131 2.553666 -0.001 -0.036 0.025
H -1.404809 6.745712 4.761927 0.034 -0.025 -0.040
H -0.166582 4.781255 5.629731 -0.032 -0.013 -0.006
H 0.038933 2.765665 4.267539 0.039 0.041 0.030
H -0.128076 0.756996 3.759540 0.003 0.006 0.025
H -0.667401 -0.389427 2.518118 -0.027 -0.003 -0.017
H -1.847334 0.627108 3.363610 -0.016 -0.008 -0.017
H 1.639665 2.294688 2.592292 0.006 0.027 0.027
H 1.505879 3.142697 1.041858 -0.019 -0.009 -0.033
H 1.784261 1.398465 1.050448 -0.058 0.016 0.016
F 0.053139 4.584497 -3.449127 -0.023 0.021 -0.086
C 0.699781 3.962436 -2.473276 -0.045 -0.013 0.149
F 1.936458 3.680635 -2.880654 0.048 -0.019 -0.054
F 0.785706 4.793093 -1.418852 0.053 0.033 -0.009
C -0.052286 2.702979 -2.002208 0.174 -0.151 -0.126
O -1.278872 2.756435 -1.894978 -0.105 -0.179 0.333
O 0.641566 1.697912 -1.662146 -0.149 0.023 -0.031
C -2.801524 -1.368027 0.911611 0.015 -0.219 0.073
Si -1.550484 -2.712173 0.477794 -0.342 0.472 0.590
C -1.210307 -3.826466 1.930216 0.160 -0.098 -0.131
C -2.155534 -3.719779 -0.966022 0.310 0.091 -0.287
Ge 0.567611 -1.095353 -0.173264 -0.389 -0.329 -0.537
Si 2.054433 -1.948917 2.035379 0.445 -0.817 0.158
C 3.532949 -0.815712 2.150901 -0.179 0.221 -0.384
C 1.226045 -1.866932 3.716433 -0.350 0.238 -0.164
C 2.555155 -3.716892 1.705239 -0.085 0.028 -0.189
Si 2.896042 -0.769404 -1.499366 0.153 0.659 0.183
C 2.492423 -0.738628 -3.318566 -0.390 -0.094 0.045
C 4.115904 -2.136359 -1.148713 -0.143 -0.124 0.122
C 3.491953 0.913032 -0.974165 0.151 -0.057 0.145
H -3.748662 -1.577624 0.404681 0.064 -0.021 0.021
H -2.486827 -0.367912 0.615115 -0.078 0.019 0.050
H -2.989226 -1.350028 1.988142 0.016 -0.018 -0.051
H -2.174867 -4.191878 2.301625 0.021 0.031 -0.064
H -0.703619 -3.333006 2.755260 -0.107 -0.075 -0.048
H -0.620575 -4.699380 1.638586 -0.058 0.032 0.007
H -3.042013 -4.273718 -0.638090 0.044 0.089 0.128
H -1.417161 -4.446959 -1.309762 -0.114 -0.008 0.049
H -2.444569 -3.092256 -1.813183 -0.055 -0.071 0.115
H 3.249535 0.183707 2.486984 0.033 -0.047 -0.002
H 4.102448 -0.722461 1.228811 0.017 0.002 0.174
H 4.194703 -1.248005 2.911630 -0.142 -0.071 0.000
H 1.443794 -0.910045 4.193858 -0.006 -0.041 -0.049
H 1.676850 -2.654876 4.330372 0.052 -0.010 -0.165
H 0.148731 -2.012643 3.737192 0.113 0.048 0.126
H 3.091662 -3.851875 0.765350 0.012 -0.003 0.122
H 1.701652 -4.399693 1.723838 0.073 0.062 0.044
H 3.230371 -4.008540 2.518330 -0.047 0.044 -0.024
H 2.340847 -1.739927 -3.724524 0.050 0.049 -0.022
H 3.343259 -0.288927 -3.840893 0.014 -0.005 0.127
H 1.614876 -0.121751 -3.528240 0.130 0.044 0.011
H 3.768962 -3.104040 -1.514572 0.048 0.050 -0.024
H 4.385828 -2.236726 -0.097796 0.044 -0.014 -0.132
H 5.029534 -1.880514 -1.699000 -0.073 0.037 0.001
H 2.717314 1.658381 -1.137505 0.052 -0.051 -0.043
H 4.346996 1.175757 -1.608948 -0.017 -0.088 0.030
H 3.823020 0.966753 0.063240 0.032 0.022 -0.103
```
Positions in Å, forces in eV/Å.

Summary:
molecular weight = 951.47 u
2S+1 = 2
orbital gap (spin up / spin down) = 5.05 / 5.13 eV
E_HOMO (spin up / spin down) = -12.4 / -12.4 eV
charge = +2
LUMO (spin up / spin down) = -7.35 / -7.24 eV

=====

No. 2
This record from the OMol25 dataset describes a cluster of 2 separate species, C4H7NO in total in a non-equilibrium geometry. The level of theory is ωB97M-V/def2-TZVPD.

Structure (XYZ):
```
13
Properties=species:S:1:pos:R:3:forces:R:3
C -1.754570 0.653639 1.573625 -0.376 0.129 0.209
C -0.739295 0.317818 0.512973 0.526 -0.375 0.204
C 0.485803 0.192948 0.965040 0.979 -0.130 0.289
O 1.547458 0.115372 1.465769 -1.020 0.108 -0.688
H -2.340751 -0.226090 1.857753 -0.041 0.131 -0.080
H -2.419943 1.415263 1.178129 -0.246 0.083 0.143
H -1.301821 1.049999 2.495612 -0.040 -0.117 -0.400
H -0.986656 0.002811 -0.501824 0.139 0.219 0.405
C 1.674972 -0.375009 -2.034773 -0.385 -0.225 -0.049
N 0.658133 -1.127255 -1.897251 0.667 0.282 -0.034
H 2.673917 -0.628275 -1.672873 -0.022 0.010 0.006
H 1.568446 0.586383 -2.541719 -0.054 -0.116 0.054
H 0.934308 -1.977604 -1.400461 -0.126 0.000 -0.059
```
Positions in Å, forces in eV/Å.

Summary:
molecular weight = 85.11 u
orbital gap = 9.60 eV
E_HOMO = -8.7 eV
SMILES string = CC=C=O.C=N
LUMO = 0.94 eV

=====

No. 3
This record from the OMol25 dataset describes a cluster of 2 separate species, C4H6N2OS in total in a non-equilibrium geometry. The level of theory is ωB97M-V/def2-TZVPD.

Structure (XYZ):
```
14
Properties=species:S:1:pos:R:3:forces:R:3
C 0.369483 -1.200419 -1.186347 1.748 1.089 -0.933
C -0.347567 -0.038399 -0.280939 2.278 -5.495 -1.833
C -0.995305 -0.230002 0.968355 -0.498 -0.477 -2.907
C -0.835000 1.034583 1.510230 -1.962 0.984 3.853
H 1.498378 -1.300040 -0.812621 -2.181 0.658 -1.039
H 0.015829 -2.128783 -0.910846 -1.319 -2.008 1.040
H 0.354759 -1.395182 -2.407660 -0.134 1.685 3.116
H -0.512577 -2.315507 1.355035 -4.384 2.910 -0.074
H -1.225927 1.526943 2.444892 0.087 -1.154 -0.975
H 1.359970 2.989519 -1.312257 0.667 -2.922 0.151
N -0.096885 1.850016 0.847772 2.789 -0.012 -2.624
N 0.343686 1.056379 -0.256410 0.274 4.616 0.876
O -1.677130 -1.375947 1.282773 4.881 -2.344 0.586
S 1.748287 1.526839 -1.241978 -2.248 2.471 0.764
```
Positions in Å, forces in eV/Å.

Summary:
molecular weight = 130.17 u
orbital gap = 7.57 eV
E_HOMO = -8.4 eV
LUMO = -0.80 eV

=====

No. 4
This record from the OMol25 dataset describes a structure of composition CH5N2S in a non-equilibrium geometry. The level of theory is ωB97M-V/def2-TZVPD.

Structure (XYZ):
```
9
Properties=species:S:1:pos:R:3:forces:R:3
C 0.363263 -0.212784 0.304278 -1.550 -1.409 1.544
N 1.594508 -0.061626 0.046161 2.803 -2.382 2.469
N -0.651351 0.415295 -0.197265 -1.872 5.442 -2.550
S -2.313744 0.112385 0.295229 0.491 -0.188 0.041
H 0.144856 -0.981532 1.021744 -0.475 -0.356 0.266
H 2.360244 -0.634510 0.557536 -1.876 1.538 -1.457
H 1.778549 0.541617 -0.662344 1.692 2.160 -2.411
H -0.577329 1.663602 -0.762911 0.218 -5.224 2.025
H -2.698995 -0.842449 -0.602428 0.570 0.418 0.073
```
Positions in Å, forces in eV/Å.

Summary:
molecular weight = 77.13 u
orbital gap = 9.93 eV
E_HOMO = -14.6 eV
charge = +1
LUMO = -4.65 eV

=====

No. 5
This record from the OMol25 dataset describes a structure of composition C27H50P2Ru in a non-equilibrium geometry. The level of theory is ωB97M-V/def2-TZVPD.

Structure (XYZ):
```
80
Properties=species:S:1:pos:R:3:forces:R:3
Ru -1.592545 1.288523 0.083987 -0.766 -1.280 1.227
C -1.287122 -1.323113 2.154359 0.196 0.349 0.121
C -0.850598 -0.072445 2.630026 -0.496 -0.740 -0.406
C -2.890402 0.235904 1.497357 1.295 -0.040 1.414
C -2.519672 -1.174743 1.494251 -0.072 0.673 0.408
C -1.814236 0.940293 2.226844 -1.572 -0.870 -0.381
C -0.655222 -2.638373 2.458074 0.218 -0.321 -0.077
H 0.377842 -2.516710 2.804148 -0.198 -0.076 -0.066
H -0.642490 -3.288427 1.571422 -0.009 0.130 0.255
H -1.204739 -3.169962 3.251926 0.128 0.162 -0.232
C -3.367888 -2.299708 1.050828 -0.240 -0.254 -0.377
H -2.814517 -2.982851 0.387046 -0.155 0.141 0.159
H -4.261871 -1.952778 0.523832 0.200 -0.151 0.068
H -3.705285 -2.901561 1.910682 0.157 0.167 -0.167
C -4.275171 0.756501 1.398832 -0.683 0.263 -0.121
H -4.986643 -0.059580 1.226752 0.091 0.288 0.022
H -4.370454 1.471090 0.575031 -0.366 -0.111 0.244
H -4.565300 1.284547 2.318356 -0.002 -0.189 -0.193
C -2.054953 2.222339 2.942649 0.153 0.348 0.228
H -2.986853 2.175030 3.526510 0.248 0.113 -0.127
H -2.141432 3.044554 2.222946 -0.127 0.226 0.319
H -1.229039 2.444468 3.626955 -0.203 0.124 -0.125
C 0.269091 0.120454 3.579690 0.536 0.106 0.144
H -0.013830 -0.194990 4.598578 0.032 0.047 -0.320
H 0.581029 1.167862 3.649362 -0.055 -0.231 0.155
H 1.145321 -0.480192 3.288244 -0.213 0.158 0.156
C 1.605475 -3.465865 -0.980464 0.152 -0.385 0.207
C 2.096288 -3.455250 0.264006 -0.176 -0.641 -0.285
C 3.211468 -2.663715 0.883647 0.157 0.407 0.076
C 3.960078 -1.602800 0.046231 0.889 0.053 -0.178
C 3.147337 -0.301352 -0.019198 -1.017 1.018 0.481
C 1.743899 -0.539327 -0.466620 -2.888 1.141 0.680
C 1.502495 -1.056516 -1.862050 -0.307 -0.141 -0.483
C 1.922863 -2.525858 -2.113218 0.148 -0.085 -0.313
H 3.971352 -3.375181 1.250241 -0.333 0.152 -0.128
H 4.238315 -1.976613 -0.951685 -0.198 0.074 0.465
H 2.811045 -2.173142 1.788226 0.218 -0.085 -0.078
H 2.991404 -2.570124 -2.384701 -0.438 -0.043 0.019
H 0.945695 -4.292069 -1.274203 -0.005 0.426 0.451
H 1.704229 -4.208122 0.960890 0.181 0.150 -0.361
H 1.355463 -2.877829 -2.988955 0.378 0.211 0.166
H 0.421668 -0.965870 -2.072474 0.477 -0.128 0.111
H 1.105294 -1.003082 0.280135 0.143 -0.425 -0.025
H 2.017332 -0.440941 -2.621813 -0.284 -0.124 0.263
H 4.910324 -1.392631 0.570402 -0.329 -0.026 -0.269
H 3.152135 0.120017 1.000617 -0.225 -0.181 -0.056
P 3.520507 1.168915 -1.032490 2.326 -0.523 -0.717
C 4.339383 0.599921 -2.539182 0.405 0.100 -0.461
C 4.721539 2.191895 -0.170645 0.170 0.358 0.111
P 0.577335 1.371911 -0.449161 2.926 0.623 -1.346
C 2.065647 2.095396 -1.437479 0.081 0.205 -0.239
C 0.962936 2.439701 1.025936 -0.345 -0.512 0.382
C -0.473343 2.584938 -1.595459 0.220 0.633 -0.017
H 3.688457 0.695171 -3.415765 0.123 -0.047 0.222
H 4.683826 -0.440361 -2.461704 -0.162 0.317 0.063
H 5.220992 1.231109 -2.711431 -0.185 -0.158 -0.020
H 5.220933 2.849611 -0.898016 -0.147 -0.184 0.253
H 5.474501 1.566459 0.325994 -0.157 0.087 -0.191
H 4.244076 2.823645 0.586461 0.069 -0.152 -0.090
H 0.103557 3.516841 -1.629883 -0.167 -0.142 -0.069
H -1.483638 2.898242 -1.255493 0.180 0.136 -0.381
H -0.561379 2.144815 -2.595478 -0.012 0.104 0.281
H 1.884928 2.069830 -2.527389 0.158 -0.120 0.497
H 2.225085 3.145823 -1.133784 -0.101 -0.449 -0.251
H 0.293985 3.315218 1.022269 0.351 -0.238 0.041
H 2.005292 2.772775 1.031644 -0.247 -0.036 -0.064
H 0.783621 1.853482 1.927617 0.038 0.309 -0.097
C -4.466185 -0.559485 -2.184954 0.005 0.032 0.067
C -3.351610 0.493918 -2.271158 0.107 -0.197 -0.222
C -3.839141 1.897432 -1.892588 -0.337 0.320 -0.243
C -2.089005 0.056559 -1.484650 0.325 -1.517 -1.100
H -4.863124 -0.644318 -1.164186 0.069 0.071 -0.202
H -5.300649 -0.295920 -2.850370 0.224 -0.036 0.195
H -4.093965 -1.546675 -2.487744 -0.080 0.216 0.051
H -3.054142 0.538662 -3.331455 -0.076 -0.034 0.315
H -3.357593 2.286624 -0.970363 -0.494 0.103 -0.433
H -3.631815 2.601063 -2.710815 -0.016 0.021 0.423
H -4.922246 1.900644 -1.723329 0.206 0.127 0.066
H -1.254813 0.010314 -2.203316 -0.259 -0.057 0.233
H -2.231135 -0.964016 -1.099333 0.159 0.241 -0.127
```
Positions in Å, forces in eV/Å.

Summary:
molecular weight = 537.71 u
2S+1 = 5
orbital gap (spin up / spin down) = 5.46 / 6.49 eV
E_HOMO (spin up / spin down) = -11.9 / -13.7 eV
charge = +2
LUMO (spin up / spin down) = -6.44 / -7.22 eV

=====

Sequential E_tot output: -299952.28029; -7797.09411; -20101.78572; -14924.59762; -49948.89333 eV
Sequential relative energy (zero: lowest compared OMol25 entry of this formula, charge and spin) output: 461.94; 246.06; 729.03; 180.26; 0.00 kJ/mol